The following is a DFT calculation (the ωB97M-V functional and the def2-TZVPD basis) of an isolated ion of composition C4H7N2 and charge +1 in a non-equilibrium geometry.

Computed properties:
E_HOMO = -14.046 eV
SMILES = C=NC[N+]1=CC1
energy relative to the best compared isomer or geometry (same formula, charge and spin) = 5.745 eV
total energy = -7229.993 eV
charge = +1
frontier orbital gap = 8.57 eV
LUMO = -5.47 eV
multiplicity = 1

Last column: natural (NBO) charge in e.
CARTESIAN COORDINATES (ANGSTROEM)
1 H 2.182354 -1.161035 0.516362  0.26
2 H 2.376400 0.822084 0.421693  0.24
3 H -1.796197 0.874039 -2.126629  0.17
4 H -1.493217 -0.429735 0.910079  0.26
5 H 0.915000 0.554857 2.981295  0.30
6 H -1.612038 -0.775432 -3.159027  0.23
7 C 1.927826 -0.113903 0.740813  -0.21
8 H -0.971566 1.091063 0.014444  0.21
9 C -0.763682 -0.046735 0.117502  -0.09
10 N -0.849565 -0.675078 -1.134328  -0.45
11 N 0.442985 -0.024738 0.866478  -0.19
12 C 1.148357 0.057067 1.947461  0.25
13 C -1.506657 -0.172456 -2.096142  0.03

Atoms 1-2, force components in eV/Å:
0.890 0.969 -0.200
0.604 -0.640 -0.714

***

The following is a DFT calculation (the ωB97M-V functional and the def2-TZVPD basis) of a 8-piece molecular cluster, C29H45NO23 overall in a non-equilibrium geometry.

Computed properties:
E_HOMO = -11.073 eV
SMILES = C[C@H]1COC(=O)O1.C[C@H]1COC(=O)O1.C[C@H]1COC(=O)O1.C[C@H]1COC(=O)O1.C[C@H]1COC(=O)O1.C[C@H]1COC(=O)O1.C[C@H]1COC(=O)O1.C[N+](=O)[O-]
energy relative to the best compared isomer or geometry (same formula, charge and spin) = 0.000 eV
total energy = -79384.295 eV
frontier orbital gap = 10.66 eV
LUMO = -0.42 eV
multiplicity = 1

Last column: Löwdin charge in e.
CARTESIAN COORDINATES (ANGSTROEM)
1 C 0.099620 2.717040 3.376657  -0.29
2 O -5.619931 1.768754 -0.037539  0.06
3 H 2.629400 -1.837541 6.552835  0.13
4 C -6.255510 2.142028 2.182710  -0.08
5 H -5.644435 2.451795 3.029207  0.13
6 H 3.807381 -2.284769 -1.944143  0.09
7 H 5.796767 2.339430 -3.124948  0.10
8 C 3.565867 -1.879650 -2.926373  -0.02
9 H 3.417542 3.287856 -5.719378  0.14
10 H -2.394486 -3.244710 0.331568  0.07
11 H -7.160369 1.691994 2.598359  0.13
12 C 2.353757 -2.702657 4.567384  -0.29
13 O 2.179808 -4.135246 4.483237  0.08
14 C 3.909376 3.074039 -3.605753  -0.30
15 O 1.215545 4.349636 -0.015052  0.15
16 O 5.190500 -1.446969 -5.979526  0.07
17 H 0.490860 0.463390 -1.112421  0.09
18 O -3.296048 -6.455644 0.286378  0.08
19 H 3.191366 -1.683343 -5.470680  0.13
20 H -3.012660 -4.840700 2.846827  0.13
21 O 1.783974 2.827063 -4.561572  0.06
22 H -2.843239 4.341882 -0.885641  0.11
23 C -2.503979 -5.364451 0.755655  -0.31
24 H 0.517737 -2.046247 3.660299  0.09
25 C 0.182902 -0.553917 -1.354274  0.04
26 H -1.371967 2.139269 -2.528446  0.15
27 H 3.491445 -0.791222 -2.912924  0.08
28 C -1.306597 3.050022 -1.940312  -0.28
29 H -1.440156 -5.502405 2.664178  0.13
30 O -1.087494 3.319344 3.913012  0.09
31 O -1.211161 -0.671335 0.503880  0.04
32 H -0.270269 3.992557 -3.665075  0.12
33 C 2.995655 3.558802 -4.753768  -0.06
34 H 1.133312 -0.997558 -1.632047  0.07
35 O 0.453386 -2.001134 0.434224  0.06
36 H -3.859246 -3.682777 1.088232  0.09
37 C 2.009317 1.799416 -3.723662  -0.56
38 H 4.006018 3.802382 -2.801427  0.15
39 H 3.425378 -2.552896 4.419593  0.15
40 O 0.109297 4.910069 -1.887687  0.08
41 H -4.185294 -0.032893 2.395937  0.09
42 O -6.660482 3.181871 1.316424  0.08
43 O -6.551854 3.656148 -0.878780  0.17
44 C 1.588830 -2.073299 3.433971  -0.04
45 C -0.306393 2.438513 1.901925  -0.10
46 C 0.395422 4.111348 -0.849133  -0.58
47 H -3.030056 2.713240 -0.527841  0.07
48 H -0.482219 0.877823 4.272055  0.10
49 O -2.959397 4.246628 3.055323  0.16
50 C -2.458758 -5.596048 2.282592  -0.10
51 C 4.147335 -2.209014 -5.391350  -0.09
52 C -4.207033 0.647774 1.543100  -0.02
53 C -6.280281 2.962861 0.041962  -0.55
54 H -0.563055 1.385818 1.765294  0.12
55 H -1.612685 4.969733 -2.984332  0.14
56 O 1.612941 -3.646264 6.578826  0.07
57 H 1.010582 -1.726214 5.943011  0.13
58 H 2.550338 -2.201442 -3.179159  0.09
59 O 3.196049 1.925999 -3.105954  0.08
60 C 1.873412 -2.394962 5.998660  -0.11
61 O 5.787616 -1.648522 -3.846328  0.09
62 C -1.925630 3.679906 2.922252  -0.56
63 H -3.569213 -4.067628 -0.633844  0.09
64 O 6.857961 -0.175545 -5.171125  0.16
65 H 4.775669 -3.458874 -3.737869  0.15
66 H 0.631673 1.744964 5.239557  0.09
67 C 5.278535 2.639875 -4.035335  -0.02
68 C 0.420357 1.497171 4.199930  -0.02
69 O -0.270136 2.950109 -0.952069  0.05
70 H 0.910716 3.444239 3.312727  0.16
71 N -0.233646 -1.124700 -0.059033  -0.42
72 C 4.575947 -2.405360 -3.928811  -0.30
73 H -3.378249 3.393095 -2.137592  0.10
74 O 1.813041 -5.794773 5.959813  0.17
75 C 1.864688 -4.644628 5.683167  -0.56
76 H -1.483605 -5.488893 0.390886  0.15
77 H 1.636999 -2.712278 2.553192  0.07
78 O -3.916428 -8.453911 1.138561  0.17
79 O -2.976238 -6.896468 2.447520  0.07
80 C -0.830052 4.249392 -2.765619  -0.06
81 H -6.261403 0.245643 1.171673  0.15
82 H 5.852141 3.468060 -4.455316  0.10
83 H -0.580818 -0.665996 -2.109425  0.11
84 H 3.994413 -3.144533 -5.930040  0.13
85 H 1.917568 -1.079252 3.145814  0.07
86 C 6.043971 -1.024603 -5.016114  -0.56
87 O -1.496596 3.189399 1.730609  0.04
88 H 2.856442 4.629300 -4.634273  0.14
89 H 0.538113 2.739597 1.288111  0.10
90 O 1.243775 0.909708 -3.505322  0.13
91 H -3.798252 0.192957 0.643456  0.08
92 H 1.159962 0.847387 3.740541  0.06
93 H -3.570852 1.479821 1.846893  0.07
94 H 5.237841 1.843618 -4.774497  0.08
95 C -3.133504 -4.054934 0.364100  -0.02
96 C -3.478467 -7.363879 1.276465  -0.55
97 C -5.607107 1.118897 1.235451  -0.31
98 C -2.643300 3.352423 -1.322227  -0.02

Atoms 1-2, force components in eV/Å:
-0.323 -0.258 -0.890
-0.120 0.649 -0.146

***

The following is a DFT calculation (the ωB97M-V functional and the def2-TZVPD basis) of the molecule C6H9N in a non-equilibrium geometry.

Computed properties:
E_HOMO = -8.857 eV
energy relative to the best compared isomer or geometry (same formula, charge and spin) = 3.973 eV
total energy = -7854.187 eV
frontier orbital gap = 8.99 eV
LUMO = 0.13 eV
multiplicity = 1

Last column: natural (NBO) charge in e.
CARTESIAN COORDINATES (ANGSTROEM)
1 H -0.821159 -2.126899 0.363778  0.23
2 N 2.289813 -0.089970 -1.487988  -0.33
3 H -0.439095 2.418324 -1.400453  0.29
4 H -1.159406 2.454307 0.192106  0.25
5 H 0.828218 0.220253 1.513192  0.21
6 C 1.176738 -0.317087 -1.266616  0.28
7 H 0.191184 -1.136092 2.444681  0.22
8 C -0.506882 1.855055 -0.450586  -0.80
9 H -1.484795 -0.570896 0.767050  0.24
10 H -0.607836 -1.287444 -1.758504  0.26
11 H 1.444265 -1.405456 1.218407  0.22
12 C 0.542898 -0.834004 1.453989  -0.62
13 C -0.257227 -0.552077 -1.028928  -0.49
14 C -1.173279 0.624064 -0.928556  0.19
15 C -0.560576 -1.068335 0.431287  -0.36
16 H 0.514740 1.795438 -0.046542  0.21

Atoms 1-2, force components in eV/Å:
0.042 0.129 -0.038
-1.027 -0.223 0.229

***

The following is a DFT calculation (the ωB97M-V functional and the def2-TZVPD basis) of the molecule C5H12NO3PS in a non-equilibrium geometry.

Computed properties:
E_HOMO = -9.009 eV
SMILES = COPN[C@@H]1CCCS1(=O)=O
energy relative to the best compared isomer or geometry (same formula, charge and spin) = 1.402 eV
total energy = -33134.017 eV
frontier orbital gap = 9.67 eV
LUMO = 0.67 eV
multiplicity = 1

Last column: natural (NBO) charge in e.
CARTESIAN COORDINATES (ANGSTROEM)
1 H -1.006946 1.583398 1.357862  0.40
2 H -3.864380 0.061739 -1.982232  0.18
3 P -2.406062 -0.219254 0.971538  1.11
4 C 1.940958 -0.858935 -0.943126  -0.65
5 H 3.344669 -0.433572 0.628192  0.22
6 H 2.740145 -1.540005 -1.130718  0.25
7 H 0.539027 -0.481797 2.241101  0.22
8 C 1.464741 0.912129 0.753587  -0.43
9 H -2.178961 -0.495898 -1.810909  0.21
10 S 0.512448 -1.387640 0.112253  2.15
11 O -0.617517 -1.583890 -0.735528  -0.95
12 H -2.537603 1.112275 -2.178661  0.17
13 C -2.901747 0.335876 -1.607282  -0.27
14 H 3.251229 0.765908 -0.544797  0.22
15 C 2.640713 0.107572 0.101209  -0.40
16 H -2.824998 0.648323 1.855613  -0.13
17 O -2.990790 0.808814 -0.233646  -0.81
18 N -0.936682 0.576393 1.197300  -0.97
19 C 0.369052 0.035544 1.272425  -0.26
20 O 0.938251 -2.477119 0.896584  -0.96
21 H 2.041357 1.490563 1.566215  0.23
22 H 1.486174 -0.471012 -1.815247  0.23
23 H 0.996923 1.510589 0.028259  0.22

Atoms 1-2, force components in eV/Å:
0.189 -0.568 -0.096
-0.751 -0.232 -0.047

***

The following is a DFT calculation (the ωB97M-V functional and the def2-TZVPD basis) of the molecule C4H5NS2 in a non-equilibrium geometry.

Computed properties:
E_HOMO = -8.384 eV
SMILES = [H]/N=C1/CC=C(S)S1
energy relative to the best compared isomer or geometry (same formula, charge and spin) = 1.503 eV
total energy = -27388.212 eV
frontier orbital gap = 8.95 eV
LUMO = 0.57 eV
multiplicity = 1

Last column: natural (NBO) charge in e.
CARTESIAN COORDINATES (ANGSTROEM)
1 H 2.284180 -2.117215 0.727536  0.35
2 H 1.412755 1.256640 0.368886  0.25
3 H -1.030611 2.120760 -0.826061  0.25
4 C -0.593957 1.147371 -0.437036  -0.26
5 H 1.525473 0.784600 -1.370769  0.25
6 C 1.167019 -0.618627 0.096286  0.18
7 C -1.286510 0.102607 0.105088  -0.36
8 N 2.311297 -1.126138 0.259558  -0.64
9 H -3.278392 -1.048238 0.779513  0.14
10 S -3.017527 0.146134 0.198765  0.07
11 C 0.920037 0.728054 -0.406237  -0.51
12 S -0.413768 -1.375951 0.504473  0.27

Atoms 1-2, force components in eV/Å:
-0.068 2.383 -1.203
0.738 1.445 0.369

***

The following is a DFT calculation (the ωB97M-V functional and the def2-TZVPD basis) of a 2-piece molecular cluster, C4H9O2 overall in a non-equilibrium geometry.

Computed properties:
E_HOMO = -2.659 eV
energy relative to the best compared isomer or geometry (same formula, charge and spin) = 6.766 eV
total energy = -8383.726 eV
charge = -1
frontier orbital gap = 4.67 eV
LUMO = 2.01 eV
multiplicity = 1

Last column: natural (NBO) charge in e.
CARTESIAN COORDINATES (ANGSTROEM)
1 H -1.124903 1.958822 -0.111314  0.26
2 O 1.498990 -1.368454 -0.338003  -0.69
3 H 0.191095 -1.975960 1.011285  0.24
4 H 2.260524 -0.348402 2.159314  0.19
5 C 0.809238 -1.093469 0.700334  0.04
6 H -1.124912 0.072878 1.273063  0.18
7 H -1.090713 -0.531749 -0.291098  0.28
8 C 1.216885 -0.376793 1.843728  -0.20
9 H 0.644303 1.867234 0.294596  0.16
10 H -2.790286 0.967420 -2.751360  0.40
11 H -0.020230 1.273404 -1.254549  0.27
12 O -2.171366 1.037042 -2.018888  -1.36
13 H 0.516238 -0.241500 2.654516  0.18
14 C -0.209556 1.384947 -0.192295  -0.63
15 C -0.449733 0.009759 0.413664  -0.31

Atoms 1-2, force components in eV/Å:
-0.122 0.020 -0.049
0.298 0.292 0.226